{
  "formula": "C23H60F6N4O3P",
  "method": "ωB97M-V/def2-TZVPD",
  "elements": ["P", "F", "F", "F", "F", "F", "F", "C", "N", "C", "C", "C", "C", "O", "H", "H", "H", "H", "H", "H", "H", "H", "H", "H", "H", "H", "H", "H", "C", "N", "C", "C", "C", "C", "O", "H", "H", "H", "H", "H", "H", "H", "H", "H", "H", "H", "H", "H", "H", "C", "N", "C", "C", "C", "C", "O", "H", "H", "H", "H", "H", "H", "H", "H", "H", "H", "H", "H", "H", "H", "C", "C", "C", "N", "C", "C", "C", "C", "C", "H", "H", "H", "H", "H", "H", "H", "H", "H", "H", "H", "H", "H", "H", "H", "H", "H", "H"],
  "coordinates": [[0.037, -0.492, -0.111], [0.490, 0.466, -1.402], [1.302, -1.496, -0.413], [0.879, 0.358, 0.951], [-0.529, -1.515, 1.032], [-1.210, 0.593, 0.122], [-0.855, -1.333, -1.194], [-4.533, -1.075, 0.191], [-3.322, -1.959, -0.435], [-2.999, -1.389, -1.870], [-2.068, -1.806, 0.433], [-3.841, -3.387, -0.578], [-4.523, -4.029, 0.661], [-3.793, -3.855, 1.869], [-5.430, -1.126, -0.426], [-4.162, -0.063, 0.353], [-4.839, -1.394, 1.188], [-2.759, -0.353, -1.632], [-3.876, -1.572, -2.491], [-2.050, -1.830, -2.172], [-1.794, -0.756, 0.328], [-1.272, -2.444, 0.047], [-2.283, -2.067, 1.469], [-2.881, -3.903, -0.598], [-4.365, -3.462, -1.531], [-4.718, -5.094, 0.542], [-5.490, -3.589, 0.905], [-4.321, -4.082, 2.638], [-2.603, -0.708, 2.859], [-1.864, 0.658, 2.851], [-2.221, 1.432, 4.143], [-0.370, 0.284, 2.767], [-2.421, 1.473, 1.661], [-1.987, 2.914, 1.657], [-0.585, 3.141, 1.573], [-3.654, -0.442, 2.975], [-2.191, -1.384, 3.608], [-2.508, -1.050, 1.828], [-1.439, 2.182, 4.263], [-2.106, 0.696, 4.939], [-3.192, 1.915, 4.040], [-0.112, -0.489, 3.491], [0.097, 1.245, 2.981], [-0.228, -0.130, 1.768], [-3.510, 1.480, 1.708], [-2.163, 1.096, 0.671], [-2.441, 3.497, 2.459], [-2.389, 3.370, 0.752], [-0.429, 4.047, 1.848], [1.843, 3.004, 2.035], [1.563, 3.221, 0.516], [2.883, 3.670, -0.138], [0.972, 1.926, -0.103], [0.508, 4.421, 0.474], [0.290, 5.086, -0.917], [-0.414, 4.196, -1.724], [2.568, 2.197, 2.147], [0.864, 2.772, 2.452], [2.241, 3.882, 2.544], [3.153, 4.711, 0.042], [2.725, 3.456, -1.195], [3.678, 3.001, 0.189], [0.967, 2.110, -1.178], [-0.050, 1.821, 0.261], [1.554, 1.021, 0.064], [0.947, 5.058, 1.241], [-0.402, 3.973, 0.873], [1.148, 5.536, -1.417], [-0.373, 5.931, -0.734], [-0.851, 4.760, -2.366], [3.101, -4.448, -4.451], [2.645, -3.436, -3.433], [3.821, -2.689, -2.811], [3.353, -1.680, -1.706], [2.862, -2.437, -0.473], [2.333, -0.575, -2.087], [2.631, 0.629, -1.253], [4.026, 0.418, -0.561], [4.623, -0.813, -1.244], [2.323, -5.160, -4.726], [4.060, -4.946, -4.309], [3.309, -3.844, -5.334], [2.052, -3.998, -2.712], [1.935, -2.683, -3.777], [4.115, -1.966, -3.573], [4.610, -3.330, -2.418], [2.576, -1.874, 0.416], [3.695, -3.089, -0.208], [2.032, -3.050, -0.824], [1.296, -0.903, -2.029], [2.647, -0.381, -3.113], [1.956, 0.800, -0.415], [2.609, 1.587, -1.773], [3.930, 0.225, 0.508], [4.618, 1.331, -0.620], [5.381, -1.366, -0.689], [5.171, -0.645, -2.171]],
  "atomic_forces_ev_per_a": [[1.59, -2.02, -5.41], [-4.99, -2.49, 0.67], [-9.33, 4.57, 2.54], [0.37, -8.47, 3.46], [10.93, 2.00, 3.89], [5.86, -3.06, -4.59], [4.77, 2.27, -0.93], [1.39, -0.62, -0.34], [-3.49, 0.99, 0.16], [-0.97, -0.61, 1.81], [-6.94, -3.82, -2.57], [1.82, -0.37, 1.49], [-1.48, 0.67, 0.68], [1.50, 0.68, -0.32], [0.41, 0.11, -0.36], [-0.09, -0.02, -0.68], [0.43, -0.70, -0.15], [-0.58, 0.12, -0.75], [0.24, 0.31, -0.01], [-1.77, -0.52, -0.97], [-4.70, -2.42, 0.07], [-3.46, -1.89, -0.71], [-0.38, -2.34, -2.26], [-0.04, -0.50, -0.74], [-0.22, -0.25, 0.40], [0.26, 0.00, -0.77], [-0.37, 0.12, -0.79], [-0.25, -0.25, -0.14], [-0.55, 2.98, 0.12], [-1.30, -0.89, 0.85], [1.42, -0.75, -0.94], [-2.61, 1.28, 1.21], [-1.32, 1.35, 1.66], [-1.54, 0.60, 0.28], [-6.53, -7.68, 8.25], [-0.02, -0.36, 0.63], [-0.14, 0.20, -0.03], [-0.57, 1.68, 2.54], [-0.16, 0.11, 0.12], [-0.45, 0.30, 0.14], [0.01, -0.44, 0.20], [-0.28, 0.28, 0.32], [0.55, -0.67, -0.21], [-1.42, 1.32, 4.94], [-0.07, 0.04, 0.73], [-3.34, 1.36, 3.16], [0.28, -0.09, 0.28], [-0.41, -0.11, -0.32], [-0.48, 0.07, 4.02], [0.11, -0.34, -0.85], [0.28, 1.13, 1.63], [-1.02, -1.27, -0.38], [-1.24, 10.74, -1.44], [4.96, 4.08, -5.06], [0.43, 0.58, 1.76], [-0.22, -0.68, -0.55], [-0.10, -0.04, -0.07], [1.48, -0.26, 0.34], [0.10, 0.21, -0.51], [-0.40, -0.14, 0.19], [0.21, 0.63, -0.05], [-0.10, 0.19, 0.24], [-0.06, 1.57, 0.94], [1.64, 1.77, -0.75], [-4.61, 8.62, 6.17], [0.17, 0.82, -0.42], [1.18, 3.36, -7.64], [0.42, -0.38, -0.02], [0.10, 0.31, 0.51], [-0.23, -0.33, -0.45], [0.25, 0.94, -1.87], [-0.29, -0.58, 1.78], [-1.82, 1.51, 0.06], [1.20, 0.61, 2.62], [4.77, -3.67, -0.45], [2.78, -1.04, -3.10], [5.02, -2.08, -0.15], [-0.22, -0.27, -0.95], [-0.44, -0.31, -1.06], [0.15, 0.02, 0.18], [-0.23, -0.15, 0.77], [-0.06, -0.28, -0.53], [0.24, 0.05, 0.62], [0.09, -0.11, -0.70], [0.86, -0.39, -0.10], [-0.03, 0.32, 0.04], [2.34, -0.70, -0.05], [0.21, -0.22, -0.19], [0.93, -0.65, 0.35], [2.00, -0.43, -1.85], [-0.36, 0.17, -0.31], [8.81, -4.38, -9.15], [0.02, -0.60, -0.33], [-0.22, -0.12, 0.16], [0.42, -0.40, -0.33], [-0.72, -0.49, 0.49], [-0.38, 0.66, -0.20]],
  "lowdin_charge": [0.545, -0.197, -0.248, -0.170, -0.158, -0.151, -0.195, 0.070, -0.205, 0.067, -0.220, -0.058, -0.198, -0.063, 0.117, 0.073, 0.087, 0.099, 0.118, 0.104, 0.044, 0.146, 0.092, 0.135, 0.141, 0.138, 0.117, 0.110, 0.021, -0.244, 0.056, 0.050, -0.083, -0.112, -0.142, 0.118, 0.138, -0.003, 0.102, 0.118, 0.118, 0.137, 0.090, 0.024, 0.144, 0.017, 0.142, 0.158, 0.121, 0.038, -0.167, 0.048, -0.098, -0.063, -0.212, -0.042, 0.111, 0.060, 0.121, 0.124, 0.101, 0.087, 0.129, 0.103, -0.040, 0.144, -0.105, 0.121, 0.133, 0.108, -0.081, -0.249, -0.077, -0.160, -0.040, -0.075, -0.157, -0.089, -0.043, 0.091, 0.092, 0.085, 0.102, 0.112, 0.133, 0.148, 0.122, 0.118, 0.114, 0.111, 0.151, -0.049, 0.131, 0.116, 0.112, 0.139, 0.131],
  "total_energy_ha": -2295.576764,
  "multiplicity": 1,
  "charge": 3,
  "homo_ev": -16.6870,
  "homo_lumo_gap_ev": 10.088
}